(1)
Entry from the Open Molecules 2025 dataset: a 2-piece molecular cluster, C2H2OS overall (ωB97M-V/def2-TZVPD).

The calculation puts the total energy at -550.6419 Eh. As for the highest occupied orbital energy: -9.90 eV. For the energy above the lowest of the compared OMol25 structures with the same formula, charge and spin, the calculation gives 91.80 kcal per mole. As for the frontier orbital gap: 7.804 eV.

```
! wB97M-V def2-TZVPD RIJCOSX def2/J DEFGRID3
* xyz 0 1
C 0.06 -0.44 0.54
C -0.96 0.45 0.25
H -0.30 -1.32 1.02
H -1.02 1.73 0.95
O -2.14 -0.17 -0.43
S 1.49 0.05 -0.20
*
```


(2)
Entry from the Open Molecules 2025 dataset: one molecule with the formula C3H5FN2S (ωB97M-V/def2-TZVPD).

The calculation puts the total energy at -724.7751 Eh. As for the highest occupied orbital energy: -8.87 eV. As for the SMILES: [H]/N=C\N(S)/C=C\F. For the energy above the lowest of the compared OMol25 structures with the same formula, charge and spin, the calculation gives 57.43 kcal per mole. As for the frontier orbital gap: 9.385 eV.

```
! wB97M-V def2-TZVPD RIJCOSX def2/J DEFGRID3
* xyz 0 1
C 0.75 -0.37 -1.09
C -0.80 0.88 0.37
C 0.03 1.60 1.11
H -0.87 -1.94 1.09
H 1.37 0.59 -1.27
H 0.64 -2.27 -1.18
H -1.93 1.01 0.33
H -0.20 2.47 1.74
N -0.34 -0.25 -0.37
N 1.19 -1.39 -1.72
F 1.42 1.30 1.24
S -1.25 -1.64 -0.25
*
```


(3)
Entry from the Open Molecules 2025 dataset: C32H88Cu3N8O12S as an isolated structure (ωB97M-V/def2-TZVPD).

The calculation puts the total energy at -7932.1809 Eh. As for the highest occupied orbital energy: -10.37 eV. For the energy above the lowest of the compared OMol25 structures with the same formula, charge and spin, the calculation gives 63.65 kcal per mole. As for the frontier orbital gap: 5.878 eV.

```
! wB97M-V def2-TZVPD RIJCOSX def2/J DEFGRID3
* xyz 1 1
Cu -3.67 -1.44 2.11
Cu -0.49 -1.61 3.21
Cu -1.34 -3.90 0.12
S -1.16 -1.10 0.49
O -0.62 -0.23 -0.57
O -1.69 -0.30 1.57
O -2.31 -1.86 -0.04
O -0.17 -2.07 1.03
C 3.12 3.47 0.46
C 3.32 2.25 -0.42
C 4.77 1.79 -0.51
O 5.63 2.81 -1.00
C 5.49 3.10 -2.37
N 2.44 1.18 0.07
H 3.24 3.35 1.54
H 2.06 3.75 0.38
H 3.70 4.34 0.14
H 2.93 2.42 -1.43
H 4.87 0.96 -1.23
H 5.27 1.48 0.41
H 5.41 2.16 -2.93
H 6.30 3.67 -2.81
H 4.53 3.60 -2.53
H 1.48 1.46 -0.15
H 2.52 0.21 -0.27
C 0.41 -6.70 -2.27
C -0.10 -5.27 -2.49
C -1.58 -5.22 -2.69
O -1.90 -3.83 -2.62
C -3.17 -3.38 -3.07
N 0.35 -4.47 -1.35
H -0.14 -7.08 -1.40
H 1.49 -6.68 -2.18
H 0.08 -7.40 -3.03
H 0.45 -4.82 -3.32
H -2.20 -5.78 -1.98
H -1.77 -5.68 -3.67
H -3.09 -2.30 -3.19
H -3.92 -3.59 -2.30
H -3.42 -3.77 -4.05
H 1.29 -4.64 -1.02
H 0.40 -3.46 -1.49
C 1.69 0.38 -3.29
C 0.88 -0.82 -3.88
C 1.70 -1.58 -4.90
O 2.40 -0.65 -5.75
C 1.52 -0.17 -6.76
N 0.49 -1.67 -2.76
H 2.58 0.00 -2.78
H 1.14 0.86 -2.47
H 1.88 1.21 -3.97
H -0.03 -0.47 -4.39
H 1.18 -2.35 -5.48
H 2.52 -2.15 -4.44
H 0.96 -1.01 -7.19
H 2.09 0.25 -7.59
H 0.83 0.59 -6.40
H 0.07 -1.14 -1.95
H -0.35 -2.18 -3.05
C -1.06 3.38 -4.06
C -1.29 2.89 -2.63
C -2.44 3.55 -1.92
O -2.06 4.88 -1.60
C -1.96 5.15 -0.24
N -1.54 1.45 -2.70
H -0.08 3.16 -4.48
H -1.04 4.48 -4.07
H -1.76 2.99 -4.79
H -0.39 3.23 -2.11
H -2.67 3.02 -0.99
H -3.34 3.67 -2.53
H -1.40 4.37 0.32
H -2.95 5.00 0.23
H -1.60 6.13 0.06
H -0.67 0.95 -2.86
H -1.66 1.06 -1.77
C 0.02 2.24 3.75
C -1.30 1.88 4.47
C -2.44 2.72 3.97
O -3.69 2.56 4.59
C -3.66 2.92 5.97
N -1.55 0.43 4.20
H -0.19 2.12 2.68
H 0.85 1.62 4.06
H 0.24 3.31 3.80
H -1.13 1.99 5.55
H -2.55 2.54 2.89
H -2.12 3.77 3.96
H -3.16 2.19 6.61
H -4.71 3.01 6.25
H -3.33 3.95 6.08
H -1.41 0.43 3.19
H -2.54 0.22 4.33
C -5.16 1.25 -0.86
C -5.17 1.97 0.50
C -6.60 2.20 1.06
O -7.51 2.89 0.23
C -7.13 4.21 -0.10
N -4.44 1.19 1.45
H -4.10 1.01 -1.00
H -5.54 1.94 -1.61
H -5.83 0.39 -0.92
H -4.75 2.97 0.31
H -6.56 2.74 2.02
H -7.09 1.24 1.24
H -6.68 4.74 0.75
H -8.07 4.71 -0.33
H -6.45 4.24 -0.96
H -3.45 1.11 1.22
H -4.42 1.53 2.41
C 4.78 -2.17 -1.77
C 3.74 -2.65 -0.72
C 4.38 -2.79 0.68
O 5.31 -3.83 0.67
C 4.78 -5.14 0.76
N 2.65 -1.66 -0.75
H 4.88 -1.09 -1.87
H 4.53 -2.43 -2.80
H 5.79 -2.52 -1.56
H 3.45 -3.64 -1.09
H 3.63 -2.93 1.48
H 4.93 -1.91 1.01
H 4.82 -5.40 1.83
H 5.29 -5.97 0.27
H 3.72 -5.25 0.49
H 1.99 -1.84 -1.51
H 2.06 -1.81 0.06
C 3.70 -0.67 4.27
C 2.29 -1.35 4.21
C 1.43 -1.13 5.44
O 0.26 -1.94 5.38
C -0.56 -1.73 6.55
N 1.66 -0.86 2.96
H 4.20 -0.87 3.33
H 4.37 -0.93 5.09
H 3.47 0.40 4.30
H 2.61 -2.39 4.13
H 1.20 -0.07 5.63
H 2.09 -1.46 6.24
H -1.36 -2.45 6.39
H -0.83 -0.69 6.70
H -0.03 -2.00 7.47
H 1.79 0.15 2.96
H 2.16 -1.09 2.11
*
```


(4)
Entry from the Open Molecules 2025 dataset: one molecule with the formula C20H23N5O4S2 (ωB97M-V/def2-TZVPD).

The calculation puts the total energy at -2147.0176 Eh. As for the highest occupied orbital energy: -8.31 eV. As for the SMILES: Cc1cc(C(=O)CSc2ncn[nH]2)c(C)n1-c1cccc(S(=O)(=O)N2CCOCC2)c1. For the energy above the lowest of the compared OMol25 structures with the same formula, charge and spin, the calculation gives 48.12 kcal per mole. As for the frontier orbital gap: 8.544 eV.

```
! wB97M-V def2-TZVPD RIJCOSX def2/J DEFGRID3
* xyz 0 1
C 0.16 2.42 -1.32
C -0.54 1.13 -1.54
C -1.84 0.87 -1.84
C -1.99 -0.55 -1.92
C -0.74 -1.10 -1.64
N 0.12 -0.08 -1.42
C 1.48 -0.20 -1.09
C 1.85 -0.70 0.15
C 3.19 -0.74 0.48
C 4.17 -0.34 -0.40
C 3.80 0.13 -1.65
C 2.46 0.22 -1.99
H 2.17 0.60 -2.96
H 4.56 0.45 -2.36
H 5.20 -0.41 -0.10
S 3.64 -1.25 2.14
O 2.69 -2.22 2.59
O 5.04 -1.58 2.14
N 3.48 0.08 3.13
C 2.14 0.47 3.51
H 2.15 0.75 4.57
C 1.66 1.66 2.64
H 0.66 1.49 2.25
O 2.50 1.83 1.52
C 3.81 2.18 1.89
H 4.38 2.18 0.96
C 4.39 1.17 2.91
H 4.58 1.66 3.87
H 5.32 0.72 2.56
H 3.82 3.19 2.31
H 1.65 2.59 3.23
H 1.52 -0.41 3.38
H 1.11 -1.04 0.85
C -0.31 -2.52 -1.59
H -1.08 -3.14 -2.05
H -0.19 -2.85 -0.56
H 0.64 -2.65 -2.10
C -3.19 -1.29 -2.25
O -3.25 -2.51 -2.30
C -4.42 -0.45 -2.56
H -4.21 0.31 -3.30
H -5.25 -1.09 -2.87
S -4.99 0.41 -1.05
C -6.28 -0.65 -0.58
N -6.84 -1.58 -1.31
C -7.80 -2.08 -0.49
N -7.85 -1.50 0.68
N -6.88 -0.58 0.63
H -6.69 0.03 1.41
H -8.45 -2.87 -0.79
H -2.61 1.60 -1.98
H -0.57 3.20 -1.11
H 0.73 2.72 -2.20
H 0.85 2.35 -0.48
*
```